i:
Computed, not measured: a structure of composition C5H10, with ωB97M-V with the def2-TZVPD basis set.

The geometry in XYZ format:
```
15
C5H10 (ωB97M-V with the def2-TZVPD basis set)
C -0.868 -0.615 0.698
C -1.510 0.426 0.068
C 0.633 1.429 -0.475
C 1.538 0.457 -0.158
C 0.187 -1.362 0.023
H -0.854 -0.681 1.783
H -1.073 -1.822 0.292
H -1.660 0.417 -1.006
H -2.181 1.057 0.641
H 0.408 1.634 -1.521
H 0.353 2.211 0.221
H 1.930 0.399 0.857
H 2.144 -0.026 -0.919
H 0.797 -2.087 0.556
H 0.156 -1.435 -1.060
```

Summary:
Molar mass: 70.1 g/mol
Total charge: 0
2S+1: 1
E_HOMO: -7.7 eV
Orbital gap: 0.328 hartree

ii:
Computed, not measured: a cluster of 2 separate species, C5H10 in total, with ωB97M-V with the def2-TZVPD basis set.

The geometry in XYZ format:
```
15
C5H10 (ωB97M-V with the def2-TZVPD basis set)
C -2.228 -0.078 0.330
C -1.727 0.308 -0.785
C 1.240 -1.007 -0.713
C 0.996 0.792 0.958
C 0.952 0.494 -0.493
H -3.234 -0.346 0.419
H -1.736 -0.198 1.331
H -1.883 0.435 -1.754
H 1.314 -1.299 -1.725
H 0.479 -1.531 -0.030
H 2.224 -1.344 -0.344
H 1.520 0.178 1.600
H 1.229 1.783 1.226
H -0.087 0.594 1.242
H 0.941 1.218 -1.262
```

Summary:
Molar mass: 70.1 g/mol
Total charge: 0
2S+1: 1
E_HOMO (spin up / spin down): -8.0 / -7.4 eV
Orbital gap (spin up / spin down): 0.331 / 0.298 hartree

iii:
Computed, not measured: a cluster of 2 separate species, C5H10 in total, with ωB97M-V with the def2-TZVPD basis set.

The geometry in XYZ format:
```
15
C5H10 (ωB97M-V with the def2-TZVPD basis set)
C -1.852 -0.529 0.397
C 0.647 -0.648 0.352
C 1.026 -1.254 -0.792
H 0.531 -1.225 1.263
H -2.362 -0.216 1.301
H -2.188 -0.068 -0.524
H -1.851 -1.604 0.287
H 1.049 -2.333 -0.865
H 1.183 -0.710 -1.710
C 1.010 1.683 -0.490
C 0.519 0.832 0.521
H 1.110 2.744 -0.308
H 1.137 1.344 -1.506
H 0.822 1.133 1.530
H -0.782 0.852 0.543
```

Summary:
Molar mass: 70.1 g/mol
Total charge: 0
2S+1: 1
E_HOMO (spin up / spin down): -7.8 / -8.3 eV
Orbital gap (spin up / spin down): 0.291 / 0.321 hartree

iv:
Computed, not measured: an isolated molecule of C5H10, with ωB97M-V with the def2-TZVPD basis set.

The geometry in XYZ format:
```
15
C5H10 (ωB97M-V with the def2-TZVPD basis set)
C -0.463 2.445 0.025
C 0.553 1.307 -0.235
C -0.164 -0.095 0.029
C 0.451 -1.226 -0.069
C -0.180 -2.573 0.170
H -1.588 2.306 -0.489
H -0.688 2.425 1.125
H -0.014 3.274 -0.256
H 1.383 1.487 0.350
H 0.712 1.277 -1.226
H -1.279 0.052 0.527
H 1.484 -1.236 -0.241
H 0.419 -3.142 1.033
H -0.266 -3.123 -0.754
H -1.344 -2.471 0.405
```

Summary:
Molar mass: 70.1 g/mol
Total charge: 0
2S+1: 1
E_HOMO: -9.4 eV
Orbital gap: 0.394 hartree

Stability ranking, top and bottom: iv is the most stable and iii is the least stable.

i:
Computed, not measured: a cluster of 2 separate species, C3H11N2O in total, with ωB97M-V with the def2-TZVPD basis set.

The geometry in XYZ format:
```
17
C3H11N2O (ωB97M-V with the def2-TZVPD basis set)
C 1.728 2.535 0.024
C 0.314 2.156 -0.384
N -0.864 -1.146 -1.366
C -0.844 0.010 -0.718
N 0.222 0.754 -0.766
H 2.155 1.862 0.764
H 1.737 3.550 0.425
H 2.407 2.488 -0.818
H 0.072 2.738 -1.261
H -0.408 2.407 0.383
H -1.455 -1.932 -1.158
H -0.412 -1.164 -2.264
H -1.705 0.395 -0.172
H 1.101 0.283 -0.944
H -1.562 -5.618 3.187
H -1.512 -4.299 2.361
O -0.974 -5.020 2.708
```

Summary:
Molar mass: 91.1 g/mol
Total charge: +1
2S+1: 1
E_HOMO: -13.8 eV
Orbital gap: 0.352 hartree

ii:
Computed, not measured: a cluster of 2 separate species, C3H11N2O in total, with ωB97M-V with the def2-TZVPD basis set.

The geometry in XYZ format:
```
17
C3H11N2O (ωB97M-V with the def2-TZVPD basis set)
C -1.130 2.276 0.510
C -0.484 0.963 0.551
C 0.649 0.609 -0.133
N 1.190 -0.652 0.298
N -1.170 -0.056 1.353
H -2.122 2.291 0.035
H -0.563 3.076 0.002
H -1.314 2.534 1.563
H 0.918 1.163 -1.028
H 1.987 -0.557 0.954
H 1.490 -1.261 -0.493
H 0.429 -1.108 0.846
H -1.205 0.281 2.198
H -2.092 -0.268 1.142
H 1.357 -3.069 -2.573
H 0.409 -1.954 -2.892
O 0.794 -2.408 -2.110
```

Summary:
Molar mass: 91.1 g/mol
Total charge: +1
2S+1: 1
E_HOMO: -14.1 eV
Orbital gap: 0.405 hartree

Stability ranking, top and bottom: i is the most stable and ii is the least stable.

i:
Computed, not measured: a cluster of 2 separate species, C3H11N2O in total, with ωB97M-V with the def2-TZVPD basis set.

The geometry in XYZ format:
```
17
C3H11N2O (ωB97M-V with the def2-TZVPD basis set)
C -0.483 -0.428 2.611
C 0.021 -0.848 1.260
O 0.767 -0.107 0.610
N -0.343 -2.066 0.827
H 0.372 -0.179 3.237
H -1.061 -1.217 3.085
H 0.064 -2.450 -0.009
H -0.960 -2.650 1.363
H -1.107 0.460 2.538
C 0.068 1.874 -1.835
N 0.615 0.501 -2.053
H -0.068 -0.111 -2.499
H 1.449 0.534 -2.637
H 0.849 0.082 -1.127
H -0.219 2.314 -2.786
H 0.841 2.489 -1.389
H -0.805 1.801 -1.196
```

Summary:
Molar mass: 91.1 g/mol
Total charge: +1
2S+1: 1
E_HOMO: -14.3 eV
Orbital gap: 0.403 hartree

ii:
Computed, not measured: a cluster of 2 separate species, C3H11N2O in total, with ωB97M-V with the def2-TZVPD basis set.

The geometry in XYZ format:
```
17
C3H11N2O (ωB97M-V with the def2-TZVPD basis set)
C 1.712 0.085 -1.257
C 0.689 1.174 -1.090
N -2.161 0.355 1.206
C -1.322 1.077 0.417
N -0.578 0.395 -0.525
H 1.660 -0.615 -0.450
H 1.543 -0.455 -2.191
H 2.612 0.648 -1.472
H 0.909 2.132 -0.550
H 0.336 1.605 -1.950
H -2.254 -0.648 1.030
H -2.641 0.804 1.943
H -1.086 2.212 0.564
H -0.368 -0.515 -0.249
H 0.959 -2.576 2.004
H -0.029 -3.120 0.880
O 0.019 -2.559 1.691
```

Summary:
Molar mass: 91.1 g/mol
Total charge: +1
2S+1: 1
E_HOMO: -15.1 eV
Orbital gap: 0.404 hartree

iii:
Computed, not measured: a cluster of 2 separate species, C3H11N2O in total, with ωB97M-V with the def2-TZVPD basis set.

The geometry in XYZ format:
```
17
C3H11N2O (ωB97M-V with the def2-TZVPD basis set)
C 2.499 0.636 -0.193
C 1.173 -0.041 0.071
C 0.317 -0.303 -0.902
N -0.994 -0.897 -0.613
N 0.845 -0.330 1.415
H 2.593 1.534 0.417
H 2.481 0.996 -1.226
H 3.348 -0.022 -0.035
H 0.532 -0.219 -1.955
H -1.269 -1.595 -1.303
H -1.724 -0.138 -0.632
H -1.012 -1.386 0.275
H 1.325 -1.149 1.814
H 1.140 0.413 2.058
H -3.047 1.618 0.544
H -3.842 0.461 -0.047
O -2.947 0.817 0.053
```

Summary:
Molar mass: 91.1 g/mol
Total charge: +1
2S+1: 1
E_HOMO: -13.8 eV
Orbital gap: 0.391 hartree

iv:
Computed, not measured: a cluster of 2 separate species, C3H11N2O in total, with ωB97M-V with the def2-TZVPD basis set.

The geometry in XYZ format:
```
17
C3H11N2O (ωB97M-V with the def2-TZVPD basis set)
N -0.459 -1.795 1.344
C 0.607 -2.035 0.615
N 1.288 -1.116 0.006
H -0.804 -0.852 1.454
H -0.896 -2.544 1.855
H 0.933 -3.065 0.551
H 2.072 -1.393 -0.562
H 1.003 -0.119 0.037
C -0.470 2.092 -0.757
O 0.561 1.565 0.105
C -1.384 0.966 -1.183
H -1.012 2.878 -0.230
H -0.010 2.536 -1.642
H 1.157 2.288 0.329
H -1.910 0.525 -0.330
H -2.153 1.350 -1.851
H -0.821 0.195 -1.710
```

Summary:
Molar mass: 91.1 g/mol
Total charge: +1
2S+1: 1
E_HOMO: -14.6 eV
Orbital gap: 0.420 hartree

Stability ranking, top and bottom: i is the most stable and ii is the least stable.

i:
Computed, not measured: a cluster of 4 separate species, C2H11O4 in total, with ωB97M-V with the def2-TZVPD basis set.

The geometry in XYZ format:
```
17
C2H11O4 (ωB97M-V with the def2-TZVPD basis set)
C -0.640 0.675 0.521
O -0.149 -0.165 -0.497
C 0.262 0.419 1.769
H -0.754 1.727 0.172
H -1.705 0.337 0.756
H 0.048 1.265 2.579
H -0.052 -0.653 2.046
H 1.347 0.299 1.707
H 3.112 -0.449 -0.363
H 1.670 0.164 -0.347
O 2.667 0.377 -0.031
H -1.360 -2.103 -1.005
H -0.324 -1.727 -0.135
O -0.799 -2.591 -0.389
H -1.047 1.519 -2.669
H -0.871 0.290 -1.612
O -1.405 0.615 -2.502
```

Summary:
Molar mass: 99.1 g/mol
Total charge: -1
2S+1: 1
E_HOMO: -4.8 eV
Orbital gap: 0.327 hartree

ii:
Computed, not measured: a cluster of 4 separate species, C2H11O4 in total, with ωB97M-V with the def2-TZVPD basis set.

The geometry in XYZ format:
```
17
C2H11O4 (ωB97M-V with the def2-TZVPD basis set)
C 0.474 0.885 -0.085
O -0.590 0.040 0.118
C 1.819 0.190 -0.321
H 0.353 1.583 -0.937
H 0.594 1.576 0.757
H 2.633 0.926 -0.268
H 1.995 -0.564 0.452
H 1.890 -0.291 -1.295
H 0.710 -2.364 -1.163
H -0.446 -1.336 -0.991
O -0.185 -2.180 -1.458
H -0.190 -1.451 2.636
H -0.734 -0.344 1.662
O -0.813 -0.722 2.599
H -3.006 1.915 -0.289
H -1.869 0.825 -0.486
O -2.634 1.311 -0.931
```

Summary:
Molar mass: 99.1 g/mol
Total charge: -1
2S+1: 1
E_HOMO: -4.6 eV
Orbital gap: 0.318 hartree

Stability ranking, top and bottom: ii is the most stable and i is the least stable.

i:
Computed, not measured: a cluster of 2 separate species, C4H12S in total, with ωB97M-V with the def2-TZVPD basis set.

The geometry in XYZ format:
```
17
C4H12S (ωB97M-V with the def2-TZVPD basis set)
C 2.085 -3.930 2.031
C 1.503 -2.812 1.158
H 3.016 -4.286 1.594
H 1.319 -4.663 2.284
H 2.395 -3.544 3.008
H 2.274 -2.044 1.090
H 1.022 -3.177 0.256
H 0.712 -2.250 1.669
C -2.378 4.163 -1.137
S -1.011 3.077 -0.451
C -0.861 1.750 -1.771
H -2.900 3.692 -1.965
H -1.786 5.024 -1.422
H -3.137 4.396 -0.397
H 0.201 1.794 -2.017
H -1.096 0.852 -1.219
H -1.359 1.957 -2.711
```

Summary:
Molar mass: 92.2 g/mol
Total charge: 0
2S+1: 1
E_HOMO: -8.4 eV
Orbital gap: 0.342 hartree

ii:
Computed, not measured: a cluster of 2 separate species, C4H12S in total, with ωB97M-V with the def2-TZVPD basis set.

The geometry in XYZ format:
```
17
C4H12S (ωB97M-V with the def2-TZVPD basis set)
C 0.271 0.701 -1.293
C -0.864 -0.407 -3.660
S -0.358 -0.870 -1.958
H -0.453 1.219 -0.689
H 1.154 0.429 -0.727
H 0.535 1.343 -2.132
H -0.105 0.246 -4.064
H -1.866 -0.012 -3.570
H -0.991 -1.332 -4.220
C 0.715 0.468 3.041
C 0.012 -0.794 2.529
H -0.025 1.290 3.042
H 1.022 0.370 4.080
H 1.385 0.885 2.291
H 0.057 -0.990 1.462
H -1.003 -0.883 2.925
H 0.512 -1.665 2.942
```

Summary:
Molar mass: 92.2 g/mol
Total charge: 0
2S+1: 1
E_HOMO: -8.5 eV
Orbital gap: 0.351 hartree

Stability ranking, top and bottom: ii is the most stable and i is the least stable.